# 1
DFT (the ωB97M-V functional and the def2-TZVPD basis) results for the ion C4H3O5 with charge -1.

The geometry in XYZ format:
```
12
Properties=species:S:1:pos:R:3:forces:R:3
O 2.0286 2.7227 0.2260 0.05 0.81 0.33
C 1.4770 1.7914 -0.2030 1.28 1.49 0.72
C 1.0858 0.6485 -0.6322 -1.98 -1.16 0.57
O 1.2014 0.4988 -2.0058 -0.24 -1.00 -0.64
C 0.3465 -0.1899 0.4618 0.73 -3.26 -1.35
O -0.9895 -0.0534 0.6619 -0.69 1.47 -0.28
C -2.1243 -1.1903 0.7537 0.73 0.23 0.53
O -2.3046 -1.8363 -0.2637 0.43 0.33 0.07
O -2.5747 -1.1042 1.8787 -0.38 -0.31 -0.26
H 0.3989 0.1359 -2.4104 0.00 0.14 0.53
H 0.9527 -0.1548 1.3937 -0.25 0.60 -0.22
H 0.5021 -1.2684 0.1394 0.32 0.68 -0.02
```
Forces are in eV/Å.

## Properties
total energy: -14433.5578 eV
lowest unoccupied orbital energy: 3.38 eV
net charge: -1
energy relative to the best compared isomer or geometry (same formula, charge and spin): 26.2 kcal/mol
HOMO: -4.75 eV

# 2
DFT (the ωB97M-V functional and the def2-TZVPD basis) results for a structure of composition CH4FNO.

The geometry in XYZ format:
```
8
Properties=species:S:1:pos:R:3:forces:R:3
C 0.0740 0.0644 0.2637 3.74 0.61 0.38
N -0.8407 -0.9290 -0.1162 -4.46 0.92 0.17
O -2.1693 -0.5727 0.2611 2.35 -0.11 -0.82
F -2.7393 0.8320 -0.3383 1.18 -1.63 0.26
H -0.3712 0.5448 1.0629 -0.92 1.20 1.61
H 1.0773 -0.2502 0.6876 -1.25 -0.82 -0.40
H 0.4552 0.8336 -0.4130 -0.99 -0.16 -0.80
H -0.9070 -1.2411 -1.0702 0.35 -0.01 -0.40
```
Forces are in eV/Å.

## Properties
total energy: -7351.5367 eV
lowest unoccupied orbital energy (alpha / beta): -0.79 / -0.79 eV
net charge: 0
energy relative to the best compared isomer or geometry (same formula, charge and spin): 118.4 kcal/mol
HOMO (alpha / beta): -10.88 / -10.88 eV

# 3
DFT (the ωB97M-V functional and the def2-TZVPD basis) results for a cluster of 2 separate species, C2H9N2O in total.

The geometry in XYZ format:
```
14
Properties=species:S:1:pos:R:3:forces:R:3
C 1.2925 -0.6637 0.9795 0.93 0.84 0.15
C 0.2596 -0.5264 0.1213 1.30 0.54 0.26
N -0.7103 0.5334 0.3889 -3.34 -2.26 -0.52
N 2.5513 -1.0264 0.6281 -0.87 -0.12 -0.15
H 1.2434 -0.2826 2.0292 -0.25 -0.56 -0.87
H 0.3833 -0.6802 -0.9386 -0.03 -0.35 -0.03
H -1.4841 0.2685 1.0932 1.43 0.58 -1.30
H -1.1935 0.6524 -0.5461 -0.36 0.35 1.23
H -0.3566 1.4250 0.5984 0.87 1.46 0.67
H 3.1809 -1.3290 1.3161 0.71 -0.30 1.07
H 2.8757 -1.2196 -0.3006 -0.51 -0.04 -0.35
H -3.3486 1.8483 -1.7282 1.45 -1.49 -0.09
H -2.4664 0.6664 -2.4409 -0.70 0.86 0.66
O -2.6292 1.1553 -1.6008 -0.63 0.49 -0.72
```
Forces are in eV/Å.

## Properties
total energy: -7240.3790 eV
lowest unoccupied orbital energy: -3.18 eV
net charge: +1
energy relative to the best compared isomer or geometry (same formula, charge and spin): 45.6 kcal/mol
HOMO: -12.97 eV

# 4
DFT (the ωB97M-V functional and the def2-TZVPD basis) results for a cluster of 2 separate species, C6H15NO2 in total.

The geometry in XYZ format:
```
24
Properties=species:S:1:pos:R:3:forces:R:3
C 1.7886 0.5689 -1.3434 -0.30 -0.67 0.13
C 2.0222 -0.1511 -0.0057 -0.48 0.20 0.20
C 1.0686 -1.3256 0.2337 -0.34 0.44 -0.62
C -0.4579 -1.0173 0.2632 0.68 -0.29 1.14
C -0.8116 0.2877 0.9945 0.93 -0.92 0.21
N -0.5546 0.1095 2.4090 -0.91 0.19 -0.99
C -2.2605 0.6308 0.8078 0.18 0.52 -0.30
O -2.6504 1.4086 -0.0271 -0.31 -0.07 -0.12
H 2.7022 1.0332 -1.7036 -0.12 0.44 0.09
H 0.9489 1.2508 -1.2357 0.25 0.43 -0.21
H 1.4582 -0.1032 -2.1415 0.15 -0.24 0.13
H 3.0439 -0.5157 0.0713 0.10 -0.07 -0.03
H 1.8847 0.5738 0.8053 0.24 -0.01 -0.01
H 1.3139 -1.8731 1.1394 0.30 -0.01 0.09
H 1.2260 -1.9797 -0.6202 -0.01 -0.50 0.08
H -0.8820 -1.8270 0.8609 -0.36 -0.11 -0.16
H -0.8835 -1.0892 -0.7129 -0.28 0.31 -0.72
H -0.1495 1.0485 0.5704 -0.52 0.35 -0.09
H -0.0495 -0.6951 2.7173 0.26 0.27 0.32
H -0.6372 0.9639 2.9141 0.54 -0.12 0.81
H -2.9538 0.1674 1.5307 -0.03 -0.15 0.00
O -1.4277 1.0234 -2.7214 -0.30 -0.21 0.17
H -1.9823 1.3919 -2.0160 0.21 0.09 0.01
H -1.7567 0.1186 -2.7901 0.11 0.12 -0.15
```
Forces are in eV/Å.

## Properties
total energy: -12049.8163 eV
lowest unoccupied orbital energy: 0.85 eV
net charge: 0
energy relative to the best compared isomer or geometry (same formula, charge and spin): 36.8 kcal/mol
HOMO: -9.42 eV

# 5
DFT (the ωB97M-V functional and the def2-TZVPD basis) results for the molecule C4H7F.

The geometry in XYZ format:
```
12
Properties=species:S:1:pos:R:3:forces:R:3
C -1.5806 -0.6221 -0.1392 1.42 1.10 -1.25
C -0.6265 0.3745 0.4909 0.96 0.11 -1.26
C 0.1943 1.2892 -0.4560 0.51 -1.46 2.51
C 0.8544 0.1621 0.3859 -1.07 -0.14 -1.06
F 1.2470 -1.0477 -0.2050 -0.01 1.01 0.18
H -2.5548 -0.1711 -0.1591 -0.54 0.06 -0.38
H -1.1932 -0.8782 -1.1645 -0.71 0.17 0.96
H -1.6151 -1.4931 0.4454 -0.12 -1.35 0.72
H -0.9089 0.7490 1.4445 -0.45 0.56 0.52
H 0.0974 1.3260 -1.4970 -0.33 -1.06 -1.43
H 0.4407 2.2731 -0.1714 0.25 0.99 0.91
H 1.4610 0.4007 1.2573 0.09 0.00 -0.42
```
Forces are in eV/Å.

## Properties
total energy: -6977.6023 eV
lowest unoccupied orbital energy: 1.18 eV
net charge: 0
energy relative to the best compared isomer or geometry (same formula, charge and spin): 13.6 kcal/mol
HOMO: -10.29 eV

# 6
DFT (the ωB97M-V functional and the def2-TZVPD basis) results for a cluster of 4 separate species, H8O4 in total.

The geometry in XYZ format:
```
12
Properties=species:S:1:pos:R:3:forces:R:3
O -0.5018 -0.4727 0.3741 -0.43 -1.15 0.09
H 0.3124 -0.7716 -0.0461 -0.45 -0.30 0.09
H -0.8654 -1.2704 0.7748 0.07 0.05 0.12
O 1.1420 1.3876 0.0118 0.18 0.49 -0.20
H 1.7245 1.0160 0.6838 0.06 0.20 -0.08
H 0.3124 0.9117 0.1314 -0.06 0.93 0.28
O -3.3656 0.0717 -0.2594 -0.17 -0.26 0.09
H -2.8265 -0.5258 0.2708 -0.02 0.26 -0.17
H -4.2030 -0.3948 -0.3600 0.01 0.12 -0.02
O 2.7639 -0.7080 -0.1338 0.22 -0.70 0.03
H 3.3557 -0.5300 -0.8734 -0.05 0.05 0.06
H 1.8830 -0.6637 -0.5225 0.65 0.33 -0.28
```
Forces are in eV/Å.

## Properties
total energy: -8319.0659 eV
lowest unoccupied orbital energy: 0.22 eV
net charge: 0
energy relative to the best compared isomer or geometry (same formula, charge and spin): 37.1 kcal/mol
HOMO: -10.74 eV

| no. | strongest force on any atom (eV/Å) |
| --- | --- |
| 1 | 3.606 |
| 2 | 4.556 |
| 3 | 4.062 |
| 4 | 1.363 |
| 5 | 2.943 |
| 6 | 1.235 |